ORCA calculation (ωB97M-V/def2-TZVPD) on a structure of composition C18H22N3O5Sc in a non-equilibrium geometry.

The geometry in XYZ format:
```
49
Properties=species:S:1:pos:R:3:forces:R:3:mulliken_charge:R:1
Sc 7.98098 8.41861 10.92769 -1.09 -0.47 -0.32 0.32
C 6.33680 8.15585 13.84216 -0.15 -1.97 1.26 -0.88
O 6.91048 9.04218 12.91292 0.48 0.96 -1.03 0.29
C 6.19715 10.31973 12.86914 -0.84 -1.29 0.04 -0.46
C 6.95128 11.12317 11.86820 -2.52 0.26 -2.21 -0.77
O 6.91279 10.32645 10.55570 1.23 0.73 1.65 -0.29
C 5.62886 10.40301 9.88747 0.18 -1.19 -0.88 -0.54
C 4.81672 9.10446 10.15846 0.14 0.11 -2.53 -0.80
O 5.77566 8.01275 10.22448 0.03 0.54 -0.59 0.24
C 5.13342 6.69972 10.33225 0.03 0.17 -0.01 -0.76
H 6.54567 8.57043 14.87336 -0.41 -0.84 -0.97 0.28
H 6.75149 7.06600 13.71397 -0.43 2.24 0.27 0.22
H 5.24769 8.08684 13.63562 0.49 0.06 0.41 0.36
H 6.16041 10.80015 13.83911 0.38 0.04 0.38 0.56
H 5.12985 10.05989 12.63914 0.93 0.60 -0.15 0.25
H 7.91578 11.39385 12.24771 0.99 -0.32 -0.51 0.34
H 6.43499 12.04199 11.53659 0.30 -0.18 0.83 0.44
H 5.83446 10.42384 8.77815 -0.04 0.32 1.26 0.30
H 5.12625 11.30687 10.23275 -0.20 -0.14 -0.31 0.50
H 4.09320 8.98674 9.21396 1.36 -0.03 2.29 0.46
H 4.29739 9.12445 11.08979 -0.78 0.02 0.44 0.45
H 4.18789 6.70971 9.72149 0.90 -0.13 0.87 0.32
H 4.99614 6.60092 11.43132 -0.45 -0.64 -0.88 0.26
H 5.84952 5.94628 9.92534 -0.82 0.59 0.53 0.25
O 9.44659 4.54758 10.96694 -0.48 1.84 0.03 -0.60
C 9.14491 5.73266 11.12682 0.03 -4.25 -1.39 0.11
N 8.23816 6.42834 10.34954 0.26 1.27 0.58 0.39
C 8.06934 6.07483 8.98992 1.01 -2.68 1.01 -0.82
O 7.99110 4.94625 8.52851 -0.23 1.99 0.79 -0.52
C 8.20509 7.26231 8.16361 -0.51 2.90 -0.45 1.32
C 8.04637 7.14734 6.82156 0.51 -1.64 -1.98 -0.69
C 8.21521 8.24423 5.97688 -0.23 0.07 -0.37 -0.42
C 8.50073 9.45488 6.55979 -0.07 -0.02 0.34 -0.70
C 8.52155 9.58108 7.92432 0.54 -1.55 0.58 -0.19
N 8.40110 8.50991 8.74420 -0.21 -0.39 -0.31 0.23
C 9.80069 6.42440 12.22145 2.26 1.47 2.11 0.76
C 10.75655 5.77734 13.06275 -1.29 0.07 0.16 -0.68
C 11.28711 6.41438 14.18435 -0.51 0.53 -0.87 -0.35
C 10.90679 7.74274 14.42893 -1.31 0.77 -1.75 -0.65
C 9.99363 8.39554 13.55384 0.58 -2.97 -1.14 -0.48
N 9.52235 7.73278 12.39147 -0.14 0.90 2.22 0.13
H 7.96870 6.10179 6.41540 -0.27 1.26 0.41 0.47
H 8.11600 8.19706 4.88971 0.15 -0.34 0.39 0.47
H 8.77040 10.35166 6.07033 -0.09 0.56 -1.12 0.47
H 8.78840 10.55435 8.28949 -0.17 0.15 0.83 0.48
H 10.92648 4.72130 12.92122 0.11 -0.02 -0.30 0.50
H 11.95363 5.88194 14.85854 -0.07 0.16 -0.18 0.47
H 11.30737 8.32757 15.22408 0.11 0.09 0.68 0.46
H 9.52794 9.34046 13.76938 0.33 0.36 -0.09 0.48
```
Forces are in eV/Å.

## Properties
Net charge: +2



ORCA calculation (ωB97M-V/def2-TZVPD) on the molecule C18H22N4O2.

The geometry in XYZ format:
```
46
Properties=species:S:1:pos:R:3:forces:R:3:mulliken_charge:R:1
C 1.78760 2.13891 1.82397 -0.26 -0.04 0.04 -1.32
C 0.76348 1.06137 2.16668 0.25 0.00 0.09 0.50
C 1.37330 -0.34273 2.31448 -0.28 -0.05 -0.10 -0.94
C 1.10844 -1.26355 1.12179 0.10 0.13 0.10 -1.08
C 1.85138 -0.84745 -0.16365 0.27 -0.38 0.19 2.31
C 3.31710 -1.28440 -0.15501 -0.12 0.18 -0.19 -0.57
C 4.09552 -0.64404 -1.29796 -0.03 -0.13 0.19 -1.29
C 1.12032 -1.50170 -1.31538 0.16 0.35 0.23 -0.27
O 1.34750 -2.60695 -1.74104 0.09 -0.26 -0.04 -0.65
N 0.05258 -0.79263 -1.83066 -0.63 -0.04 -0.43 -0.11
C -0.41556 0.46901 -1.47709 0.65 0.61 -0.15 0.76
C 0.29176 1.60928 -1.65487 -0.05 -0.45 -0.07 -0.56
C -0.21640 2.91633 -1.27891 -0.19 0.01 0.16 -0.09
O 0.37883 3.96386 -1.39030 0.15 0.11 -0.05 -0.65
N -1.51029 2.89008 -0.76616 0.03 0.34 0.01 0.01
C -2.24231 1.76629 -0.59177 -0.38 -0.61 0.06 0.25
N -3.43795 1.67859 -0.10737 0.08 0.69 0.03 -0.87
C -3.72697 0.33159 -0.09775 0.52 -0.47 -0.26 0.05
C -4.87585 -0.31383 0.33441 0.15 0.03 -0.06 -0.78
C -4.90443 -1.69265 0.26198 -0.09 -0.04 0.04 -0.39
C -3.81714 -2.41889 -0.21701 0.00 -0.08 -0.01 -1.01
C -2.66247 -1.79537 -0.65599 0.16 -0.06 -0.07 -0.43
C -2.63296 -0.41218 -0.60388 -0.77 -0.32 0.34 1.17
N -1.67619 0.53778 -0.93777 -0.15 0.66 0.12 0.23
H 2.32133 1.91249 0.90482 0.12 0.00 -0.14 0.15
H 1.29741 3.10167 1.69670 0.04 0.14 -0.04 0.35
H 2.51811 2.23135 2.62463 0.11 0.03 0.05 0.44
H 0.27967 1.34264 3.10417 -0.09 0.00 -0.06 0.46
H -0.01783 1.04288 1.40317 -0.12 -0.02 -0.02 -0.56
H 0.94751 -0.82726 3.19533 0.09 -0.02 0.03 0.37
H 2.44722 -0.25571 2.48209 0.09 -0.03 0.10 0.44
H 1.40653 -2.28305 1.37550 -0.05 -0.07 -0.08 0.46
H 0.02992 -1.27901 0.93635 -0.06 -0.05 0.04 0.22
H 1.79467 0.23467 -0.26643 0.01 -0.05 0.01 -1.01
H 3.77150 -1.00617 0.79680 -0.03 -0.04 0.06 0.35
H 3.35800 -2.37070 -0.25072 -0.03 0.00 0.11 0.33
H 4.07479 0.44176 -1.21975 0.03 0.13 -0.03 0.28
H 5.13317 -0.96715 -1.27723 0.11 0.02 -0.09 0.42
H 3.66814 -0.93206 -2.25591 0.01 -0.01 -0.15 0.32
H -0.54421 -1.33427 -2.44641 0.13 0.01 0.07 0.38
H 1.26881 1.58081 -2.10648 0.05 -0.05 -0.06 0.43
H -1.93462 3.76863 -0.49786 0.08 -0.07 -0.03 0.27
H -5.70682 0.25599 0.71557 -0.11 0.08 0.05 0.45
H -5.78465 -2.22384 0.59092 -0.08 -0.04 0.03 0.38
H -3.87081 -3.49633 -0.24475 0.00 -0.09 0.00 0.41
H -1.82715 -2.38408 -1.00128 0.05 -0.06 -0.02 0.40
```
Forces are in eV/Å.

## Properties
Net charge: 0
Structure (SMILES): CCCC[C@@H](CC)C(=O)Nc1cc(=O)[nH]c2nc3ccccc3n12



Number 1: HOMO-LUMO gap 8.66 eV, E -1999.8215 Ha. Number 2: HOMO-LUMO gap 8.72 eV, E -1068.6850 Ha.